one) Here is a cluster of 2 separate species, C3H2NO2S in total from the OMol25 dataset. Energies are from ωB97M-V with the def2-TZVPD basis set.

## Properties
- HOMO energy (eV) = -1.93
- HOMO-LUMO gap (eV) = 5.29
- total charge = -1
- E_LUMO (eV) = 3.37

Atoms and positions in Å:
C: 0.496 0.364 -1.526
C: -0.246 0.207 -0.319
C: 0.505 -2.639 1.526
N: 1.228 0.330 -2.424
O: 1.059 -2.102 2.357
O: -1.112 2.775 0.179
S: -1.684 1.461 -0.297
H: -0.638 -0.727 0.001
H: 0.392 0.332 0.502

=====

two) Here is a cluster of 2 separate species, C3H2NO2S in total from the OMol25 dataset. Energies are from ωB97M-V with the def2-TZVPD basis set.

## Properties
- HOMO energy (spin up / spin down) (eV) = -4.82 / -4.86
- HOMO-LUMO gap (spin up / spin down) (eV) = 6.85 / 6.82
- total charge = -1
- E_LUMO (spin up / spin down) (eV) = 2.02 / 1.96

Atoms and positions in Å:
C: 1.969 1.903 -0.132
C: -0.459 0.496 -0.052
C: 1.934 0.711 0.411
N: 1.885 2.974 -0.552
O: 2.582 -1.725 1.122
O: 4.260 -0.629 -0.246
S: 2.792 -0.676 0.041
H: -0.605 1.099 0.865
H: -0.540 -0.507 0.396

=====

Pick the least stable structure from those above. Pick: two)